Record 1
Molecular formula: C60H51F2NO20P
Method: DFT, the ωB97M-V functional and the def2-TZVPD basis

Last column: Löwdin charge in e.
Positions of all 135 atoms, in Å:
C: 2.21752 -9.63279 0.74436  -0.136
N: 1.35333 -8.98349 -0.25939  -0.099
C: 1.80654 -7.63219 -0.63404  -0.151
C: 0.86056 -6.51800 -0.15984  -0.455
C: 1.69106 -5.22161 -0.14766  -0.303
C: 0.86474 -3.98898 0.00460  -0.033
F: 2.39098 -5.12590 -1.37413  -0.041
O: -0.20911 -6.35661 -1.02112  -0.297
P: -1.80102 -6.56941 -0.32375  0.421
O: -1.05839 -6.51641 1.28402  -0.267
C: 0.28048 -6.80434 1.24287  -0.381
F: 0.92307 -6.01041 2.20484  -0.012
H: 2.93263 -10.32528 0.30073  0.066
H: 2.77777 -8.89878 1.31085  0.069
H: 1.59115 -10.18058 1.44293  0.064
H: 1.45419 -9.54893 -1.08964  0.090
H: 1.83692 -7.57076 -1.71344  0.119
H: 2.81273 -7.40996 -0.27954  0.113
H: 2.45314 -5.29146 0.62361  0.138
H: 0.59542 -3.79795 1.03493  0.091
H: 1.48065 -3.15223 -0.31192  0.054
H: -0.02663 -3.98580 -0.60584  0.065
H: -2.38558 -6.48767 -1.63837  -0.070
H: -1.65184 -8.01313 -0.39526  -0.017
H: -3.11802 -6.81980 0.24308  -0.060
H: -1.98421 -5.12671 -0.25585  -0.025
H: 0.36266 -7.85481 1.51423  0.129
C: 1.71542 -0.10233 -1.09556  0.039
C: 2.35576 1.06280 -1.12511  0.023
C: 1.68517 2.31526 -0.70636  -0.361
O: 2.27121 3.38621 -0.75306  0.045
C: 0.28828 2.22638 -0.23634  0.009
C: -0.35158 1.06238 -0.18864  0.016
C: 0.30776 -0.19088 -0.62535  -0.369
O: -0.28822 -1.24240 -0.63376  0.126
H: 2.17668 -1.02922 -1.41289  0.122
H: 3.38016 1.15332 -1.46511  0.117
H: -0.17973 3.15655 0.05699  0.125
H: -1.37592 0.97631 0.14644  0.128
C: -2.85572 0.39461 -2.91408  0.041
C: -3.92018 -0.27810 -3.33636  0.037
C: -5.25027 0.36555 -3.40161  -0.362
O: -6.22772 -0.25202 -3.77894  0.070
C: -5.35686 1.78270 -2.97230  0.028
C: -4.29188 2.45196 -2.53875  0.026
C: -2.95648 1.80719 -2.48047  -0.366
O: -1.97715 2.39501 -2.06717  0.089
H: -1.87644 -0.06329 -2.84885  0.121
H: -3.86009 -1.31272 -3.63521  0.099
H: -6.34216 2.22820 -3.02234  0.121
H: -4.34611 3.48190 -2.20963  0.120
C: 3.41501 5.65234 1.98094  0.035
C: 2.40362 4.79186 2.06173  0.039
C: 1.55765 4.71513 3.27834  -0.371
O: 0.63445 3.93211 3.35208  0.111
C: 1.88371 5.63177 4.40026  0.027
C: 2.89679 6.49100 4.31644  0.023
C: 3.73974 6.56988 3.09911  -0.362
O: 4.66127 7.35856 3.02029  0.084
H: 4.04052 5.72554 1.10168  0.106
H: 2.15430 4.11829 1.25308  0.086
H: 1.25767 5.56372 5.27912  0.097
H: 3.15337 7.16631 5.12070  0.095
C: -5.38323 -9.98550 -2.30308  0.018
C: -5.30224 -8.65786 -2.33458  0.038
C: -4.33159 -7.96670 -3.21789  -0.379
O: -4.25604 -6.76098 -3.24468  0.091
C: -3.45069 -8.81467 -4.05853  0.035
C: -3.53253 -10.14182 -4.02605  0.024
C: -4.50689 -10.83074 -3.14693  -0.391
O: -4.58381 -12.04340 -3.12117  0.085
H: -6.08416 -10.50904 -1.66566  0.118
H: -5.93022 -8.02201 -1.72459  0.114
H: -2.74390 -8.29187 -4.68972  0.087
H: -2.89861 -10.77771 -4.63081  0.119
C: -3.21192 -4.36348 -7.70566  0.017
C: -3.03296 -3.29863 -6.92991  0.020
C: -2.58441 -3.44342 -5.52347  -0.361
O: -2.42359 -2.47416 -4.81076  0.087
C: -2.34264 -4.81445 -5.01169  0.048
C: -2.52296 -5.87909 -5.78913  0.022
C: -2.96967 -5.73801 -7.19606  -0.379
O: -3.13298 -6.70480 -7.90961  0.099
H: -3.53906 -4.28373 -8.73459  0.118
H: -3.20360 -2.28836 -7.28028  0.118
H: -2.01789 -4.89577 -3.98078  0.131
H: -2.35477 -6.88792 -5.43585  0.083
C: -7.12675 -2.40010 -1.88905  0.025
C: -7.42879 -3.63617 -2.27960  0.031
C: -7.54427 -4.74773 -1.30426  -0.381
O: -7.82436 -5.87281 -1.65971  0.091
C: -7.30697 -4.42996 0.12651  0.026
C: -7.00380 -3.19574 0.51908  0.022
C: -6.89274 -2.08619 -0.45908  -0.378
O: -6.61679 -0.95746 -0.10449  0.095
H: -7.02859 -1.56903 -2.58503  0.084
H: -7.60321 -3.88878 -3.31802  0.122
H: -7.39273 -5.25505 0.82164  0.122
H: -6.82389 -2.94424 1.55645  0.121
C: 4.47306 4.93867 -2.33076  0.026
C: 5.50214 4.32273 -2.90922  0.024
C: 6.81682 4.99053 -3.06076  -0.391
O: 7.75439 4.43157 -3.58972  0.100
C: 6.94596 6.37534 -2.54149  0.016
C: 5.92038 6.99411 -1.96384  0.019
C: 4.60382 6.32398 -1.81331  -0.384
O: 3.67249 6.89181 -1.28383  0.102
H: 3.50700 4.46503 -2.21020  0.094
H: 5.43061 3.31326 -3.29392  0.121
H: 7.91443 6.84423 -2.66139  0.119
H: 5.99289 8.00344 -1.57873  0.120
C: 7.81007 10.14519 4.28804  0.021
C: 6.80082 9.28225 4.38550  0.031
C: 5.96173 9.22186 5.60847  -0.366
O: 5.04283 8.43828 5.70562  0.098
C: 6.28962 10.15891 6.71357  0.021
C: 7.29848 11.01949 6.61299  0.017
C: 8.13800 11.08045 5.39042  -0.391
O: 9.05646 11.86765 5.30017  0.099
H: 8.43541 10.20698 3.40662  0.121
H: 6.54175 8.59315 3.59404  0.101
H: 5.66458 10.09854 7.59577  0.119
H: 7.55445 11.70982 7.40668  0.120
C: 0.86466 10.19923 6.72889  0.022
C: 0.47670 9.04257 6.19878  0.022
C: 0.15111 7.87564 7.05554  -0.378
O: -0.19450 6.81988 6.57063  0.099
C: 0.27201 8.04638 8.52443  0.025
C: 0.65947 9.20343 9.05399  0.020
C: 0.98594 10.37088 8.19768  -0.388
O: 1.33896 11.42534 8.68084  0.102
H: 1.10906 11.06228 6.12297  0.122
H: 0.38309 8.89495 5.13022  0.125
H: 0.03016 7.18201 9.12960  0.123
H: 0.75561 9.34959 10.12222  0.121

Values from the calculation:
**Energy relative to the best compared isomer or geometry (same formula, charge and spin)**: 0.4 kJ/mol
**Lowest unoccupied orbital energy**: -0.0275 Ha
**Orbital gap**: 3.618 eV
**Charge**: -1
**HOMO**: -4.37 eV

***

Record 2
Molecular formula: C60H51N6O9PRhSeTe
Method: DFT, the ωB97M-V functional and the def2-TZVPD basis

Last column: Löwdin charge in e.
Positions of all 130 atoms, in Å:
Rh: 0.32497 0.15358 -1.44015  0.986
O: 2.47449 1.18849 0.36369  -0.074
N: 1.15992 1.46160 -0.04680  -0.171
C: 0.87414 2.73408 0.14121  -0.157
C: -0.35586 3.37646 -0.09153  -0.227
C: -0.38769 4.78782 0.11502  -0.064
C: -1.51109 5.53477 -0.07462  -0.120
C: -2.71783 4.92133 -0.49813  -0.126
C: -2.72401 3.56784 -0.72306  -0.123
C: -1.58659 2.76417 -0.52038  -0.308
P: -1.68069 1.03561 -0.90457  1.025
C: -2.85831 0.90492 -2.29282  -0.337
C: -4.18116 0.50148 -2.14837  -0.102
C: -5.01438 0.43187 -3.25784  -0.100
C: -4.52820 0.76315 -4.51266  -0.090
C: -3.20770 1.16954 -4.66350  -0.053
C: -2.37454 1.24248 -3.55852  -0.074
C: -2.59724 0.21932 0.44492  -0.372
C: -2.84412 -1.15126 0.36395  -0.125
C: -3.48902 -1.80466 1.40138  -0.092
C: -3.88111 -1.09852 2.53328  -0.100
C: -3.64955 0.26638 2.61331  -0.104
C: -3.01271 0.92527 1.56741  -0.118
H: 2.53211 0.19914 0.36975  0.041
H: 1.69107 3.34385 0.51690  0.127
H: 0.53588 5.27317 0.41019  0.105
H: -1.47676 6.60702 0.07987  0.085
H: -3.61189 5.51017 -0.65889  0.079
H: -3.63683 3.09657 -1.07208  0.098
H: -4.56286 0.22776 -1.17295  0.100
H: -6.04250 0.11070 -3.13975  0.093
H: -5.17633 0.69939 -5.37860  0.095
H: -2.81894 1.41844 -5.64242  0.086
H: -1.33730 1.53890 -3.67052  0.076
H: -2.51682 -1.70518 -0.50939  0.092
H: -3.67355 -2.87030 1.33440  0.103
H: -4.35939 -1.61435 3.35722  0.098
H: -3.95155 0.81604 3.49663  0.104
H: -2.82813 1.99122 1.61626  0.097
N: -0.48424 -0.99299 -2.82353  -0.084
C: -0.90022 -2.28655 -2.79430  -0.417
C: -2.24794 -2.63324 -2.99300  -0.053
C: -2.63509 -3.96247 -2.98257  -0.113
C: -1.70310 -4.97677 -2.79262  -0.126
C: -0.36474 -4.63716 -2.62177  -0.097
C: 0.04285 -3.31726 -2.62881  -0.043
H: -2.97169 -1.84221 -3.14955  0.093
H: -3.68166 -4.20730 -3.12854  0.090
H: -2.01135 -6.01501 -2.79577  0.082
H: 0.37692 -5.41233 -2.46657  0.100
H: 1.08799 -3.04928 -2.52452  0.098
C: -2.08106 2.06530 8.55022  -0.064
C: -1.57982 1.52001 7.23864  -0.284
C: -1.26329 0.17759 7.09144  -0.033
C: -0.80613 -0.34300 5.88467  -0.298
C: -0.47434 -1.80986 5.83046  -0.085
C: -0.65170 0.50376 4.77617  -0.373
Te: -0.07594 -0.30751 2.86309  1.536
N: 0.24899 -1.17736 0.05185  0.002
C: 1.32757 -1.94426 0.26958  -0.589
O: 2.47803 -1.50116 0.41737  0.006
C: 1.06691 -3.40698 0.48558  -0.161
C: -0.18875 -3.87274 0.85585  -0.036
C: -0.39097 -5.22816 1.06486  -0.087
C: 0.65641 -6.12175 0.88562  -0.106
C: 1.90776 -5.65639 0.50026  -0.084
C: 2.11717 -4.29940 0.30815  -0.014
C: 1.90121 -0.76186 3.48933  -0.438
C: 2.26487 -2.10031 3.58610  -0.161
C: 3.57522 -2.46923 3.85008  -0.092
C: 4.53570 -1.48564 4.01435  -0.090
C: 4.17163 -0.14946 3.94302  -0.052
C: 2.85912 0.23906 3.68761  -0.297
C: 2.51302 1.69971 3.64553  -0.063
C: -0.96331 1.86541 4.91304  -0.307
C: -0.81807 2.87660 3.79843  -0.087
C: -1.41849 2.34669 6.13924  -0.033
H: -2.26083 1.26065 9.26369  0.066
H: -3.01462 2.61497 8.41593  0.073
H: -1.35694 2.75300 8.99291  0.075
H: -1.37386 -0.48877 7.94158  0.105
H: -0.88780 -2.32779 6.69698  0.068
H: 0.60769 -1.95789 5.82657  0.073
H: -0.85990 -2.26834 4.91889  0.045
H: -0.99622 -3.16304 0.98075  0.082
H: -1.36832 -5.58841 1.36241  0.096
H: 0.50023 -7.18131 1.05168  0.090
H: 2.72276 -6.35276 0.34517  0.097
H: 3.08530 -3.91673 0.01201  0.113
H: 1.51727 -2.86828 3.42125  0.091
H: 3.84300 -3.51751 3.89448  0.097
H: 5.57226 -1.75516 4.17565  0.095
H: 4.92871 0.61846 4.05531  0.104
H: 3.41511 2.31032 3.68042  0.079
H: 1.87822 1.96288 4.49564  0.074
H: 1.96750 1.93943 2.73155  0.040
H: -0.43517 2.43252 2.88245  0.004
H: -0.13533 3.67393 4.09972  0.084
H: -1.78057 3.34225 3.57421  0.082
H: -1.64650 3.40516 6.22998  0.118
O: 6.67903 3.52793 -2.06455  0.039
N: 6.75066 2.31137 -1.95472  -0.365
O: 7.79925 1.72398 -1.71500  0.028
C: 5.53949 1.53360 -2.11629  -0.159
C: 5.61244 0.16338 -2.01580  0.062
C: 4.44771 -0.57736 -2.14368  -0.061
C: 3.16126 0.01962 -2.29639  -0.277
O: 2.09524 -0.65410 -2.22173  -0.169
C: 3.16614 1.46244 -2.48477  -0.099
C: 4.33183 2.18974 -2.36569  0.070
N: 1.98182 2.17090 -2.72076  -0.326
O: 2.00725 3.42284 -2.81568  -0.029
O: 0.83179 1.54578 -2.90780  -0.272
N: 4.58651 -2.02036 -2.04272  -0.339
O: 5.64547 -2.45946 -1.60314  0.026
O: 3.68131 -2.73966 -2.42051  0.066
H: 6.55445 -0.33200 -1.84780  0.121
H: 4.29322 3.26325 -2.44940  0.118
Se: 0.74956 -0.62726 -5.18083  0.881
C: -0.16656 0.43850 -6.45396  -0.656
C: -0.25890 1.82129 -6.25139  -0.152
C: -0.91300 2.62682 -7.16996  -0.109
C: -1.47964 2.07283 -8.31239  -0.125
C: -1.39230 0.70212 -8.52313  -0.118
C: -0.74695 -0.10882 -7.60126  -0.149
H: 0.19354 2.24673 -5.36274  0.091
H: -0.98377 3.69356 -6.99299  0.100
H: -1.98191 2.70509 -9.03488  0.086
H: -1.84088 0.26283 -9.40708  0.089
H: -0.68339 -1.17795 -7.75899  0.085

Values from the calculation:
**Energy relative to the best compared isomer or geometry (same formula, charge and spin)**: 0.0 kJ/mol
**Lowest unoccupied orbital energy (alpha / beta)**: 0.1249 / 0.1248 Ha
**Orbital gap (alpha / beta)**: 4.134 / 6.123 eV
**Spin multiplicity**: 6
**Charge**: -2
**HOMO (alpha / beta)**: -0.73 / -2.73 eV

***

Record 3
Molecular formula: C60H54N2OP3PdSi
Method: DFT, the ωB97M-V functional and the def2-TZVPD basis

Last column: Löwdin charge in e.
Positions of all 122 atoms, in Å:
Pd: 0.12058 -0.34736 -0.15747  0.543
C: 4.15547 -3.95866 3.94452  -0.033
C: 4.79613 -2.75160 3.68949  -0.042
C: 4.12665 -1.72842 3.04174  -0.097
C: 2.79520 -1.91228 2.64585  -0.364
C: 2.15716 -3.12531 2.90335  -0.083
C: 2.83660 -4.14236 3.55543  -0.045
P: 1.86305 -0.58144 1.83367  1.112
C: 3.10759 0.27308 0.80772  -0.362
C: 3.15852 1.66589 0.70613  -0.060
C: 4.13538 2.26835 -0.06776  -0.029
C: 5.07106 1.49215 -0.74714  -0.048
C: 5.00891 0.10448 -0.67560  -0.054
C: 4.02282 -0.50616 0.07930  -0.094
C: 1.38267 0.62864 3.10716  -0.389
C: 2.05459 0.64094 4.32969  -0.050
C: 1.75993 1.62068 5.26584  -0.028
C: 0.78750 2.57412 5.00000  -0.027
C: 0.09346 2.53989 3.79773  -0.068
C: 0.38193 1.57005 2.83896  -0.304
Si: -0.63148 1.40023 1.26240  0.610
C: -2.39400 0.93132 1.75393  -0.310
C: -3.33041 1.88720 2.15436  -0.088
C: -4.55920 1.49995 2.66821  -0.043
C: -4.87218 0.15070 2.78260  -0.027
C: -3.95806 -0.81081 2.37992  -0.062
C: -2.72508 -0.42454 1.85592  -0.385
P: -1.51939 -1.71721 1.38605  1.068
C: -1.43218 -2.70190 2.91420  -0.371
C: -0.85967 -2.07534 4.02516  -0.109
C: -0.78194 -2.73832 5.23651  -0.049
C: -1.26553 -4.03610 5.34993  -0.041
C: -1.84028 -4.65894 4.25174  -0.044
C: -1.92540 -4.00070 3.03290  -0.072
C: -2.32910 -2.72454 0.11515  -0.376
C: -1.78488 -3.96801 -0.22179  -0.135
C: -2.36830 -4.73555 -1.21775  -0.054
C: -3.48714 -4.26354 -1.89561  -0.046
C: -4.01118 -3.01600 -1.58553  -0.063
C: -3.43202 -2.24214 -0.58920  -0.097
C: -0.56954 2.87137 0.09650  -0.290
C: -0.05045 4.11858 0.43701  -0.067
C: -0.09486 5.16457 -0.47602  -0.032
C: -0.66374 4.97148 -1.72777  -0.030
C: -1.17519 3.73153 -2.08451  -0.069
C: -1.10417 2.67236 -1.18203  -0.356
P: -1.78438 1.02360 -1.60163  1.153
C: -1.03243 0.42759 -3.13800  -0.381
C: -0.08757 1.14740 -3.87138  -0.091
C: 0.30500 0.68193 -5.11801  -0.048
C: -0.20881 -0.50881 -5.61846  -0.023
C: -1.12194 -1.24837 -4.87135  -0.037
C: -1.53528 -0.78168 -3.63603  -0.093
C: -3.49466 1.39315 -2.11049  -0.324
C: -4.50078 1.43181 -1.14434  -0.076
C: -5.78903 1.79094 -1.50133  -0.037
C: -6.08297 2.10264 -2.82262  -0.026
C: -5.08536 2.05682 -3.78768  -0.038
C: -3.79554 1.68782 -3.44645  -0.069
H: 4.68734 -4.75449 4.44820  0.123
H: 5.82187 -2.60372 4.00048  0.122
H: 4.62723 -0.78466 2.87304  0.117
H: 1.12848 -3.26981 2.59360  0.082
H: 2.33734 -5.08018 3.75923  0.119
H: 2.45797 2.27474 1.26205  0.101
H: 4.18859 3.34798 -0.12193  0.124
H: 5.86128 1.97633 -1.30783  0.113
H: 5.74528 -0.50501 -1.18584  0.117
H: 3.97367 -1.58610 0.13958  0.121
H: 2.80424 -0.10788 4.54903  0.105
H: 2.29158 1.63333 6.20798  0.125
H: 0.55756 3.33284 5.73654  0.125
H: -0.69146 3.26401 3.60943  0.112
H: -3.09537 2.94260 2.06535  0.117
H: -5.27262 2.24837 2.98856  0.124
H: -5.82589 -0.15394 3.19267  0.124
H: -4.20216 -1.86278 2.47529  0.125
H: -0.49106 -1.05851 3.93970  0.091
H: -0.34896 -2.24239 6.09537  0.118
H: -1.20397 -4.55829 6.29518  0.121
H: -2.23569 -5.66215 4.34096  0.120
H: -2.40112 -4.49315 2.19754  0.101
H: -0.89948 -4.32726 0.28845  0.115
H: -1.95651 -5.70671 -1.45988  0.122
H: -3.95324 -4.87267 -2.65881  0.120
H: -4.88705 -2.64946 -2.10632  0.120
H: -3.84823 -1.27113 -0.34533  0.086
H: 0.37125 4.27759 1.42303  0.106
H: 0.29183 6.13750 -0.20103  0.124
H: -0.71660 5.79293 -2.43016  0.125
H: -1.62898 3.59733 -3.05933  0.115
H: 0.29923 2.08247 -3.48402  0.107
H: 0.98459 1.27180 -5.72254  0.119
H: 0.08648 -0.85328 -6.60148  0.125
H: -1.52855 -2.17113 -5.26425  0.123
H: -2.26947 -1.33595 -3.05977  0.097
H: -4.27118 1.18422 -0.11496  0.076
H: -6.56742 1.82127 -0.75052  0.121
H: -7.09221 2.37205 -3.10378  0.125
H: -5.30903 2.30772 -4.81636  0.124
H: -3.02906 1.65674 -4.20870  0.109
O: 0.33670 -2.43221 -1.44105  -0.089
H: -0.35931 -2.85436 -1.96153  0.051
H: 1.16499 -2.55364 -1.91341  0.057
N: 1.81015 0.10336 -1.74075  0.167
C: 2.62538 0.16721 -2.58146  -0.250
N: 3.51895 0.27370 -3.50830  -0.069
C: 4.09986 1.57018 -3.88531  -0.113
C: 5.62513 1.46034 -3.96693  -0.163
C: 6.04422 0.30990 -4.87987  -0.171
C: 5.42647 -0.99758 -4.38798  -0.158
C: 3.90088 -0.88359 -4.33017  -0.116
H: 3.78937 2.31909 -3.15818  0.124
H: 3.69702 1.83676 -4.86782  0.131
H: 6.02362 1.29801 -2.96336  0.075
H: 6.01470 2.41101 -4.32942  0.130
H: 7.12951 0.21775 -4.88866  0.125
H: 5.72336 0.50908 -5.90603  0.125
H: 5.80645 -1.23669 -3.39121  0.106
H: 5.67416 -1.83133 -5.04420  0.126
H: 3.44707 -1.78284 -3.91573  0.126
H: 3.49622 -0.72328 -5.33437  0.130

Values from the calculation:
**Lowest unoccupied orbital energy (alpha / beta)**: -0.2457 / -0.4096 Ha
**Orbital gap (alpha / beta)**: 6.925 / 4.474 eV
**Spin multiplicity**: 5
**Charge**: +3
**HOMO (alpha / beta)**: -13.61 / -15.62 eV

***

Molar mass for the records above, in order: 1175.0 1340.5 1046.5 g mol⁻¹
E_tot for the records above, in order: -4417.2789 -6443.7521 -3944.0540 a.u.